Record 1
Molecular formula: C6H13N3O3
Method: DFT, the ωB97M-V functional and the def2-TZVPD basis

Atoms and positions in Å:
O  1.459  0.996  -1.725
O  2.358  0.777  0.297
O  -0.568  -1.292  -3.016
N  0.486  2.160  0.823
N  1.324  -0.436  -1.565
N  -1.748  0.144  1.154
C  -1.179  -0.808  0.115
C  -0.008  -1.324  0.796
C  -0.058  -0.572  -2.062
C  -1.061  -0.043  -1.196
C  1.244  0.936  0.893
C  0.789  -0.243  1.728
H  -2.369  0.819  0.577
H  -0.555  2.210  1.111
H  -1.837  -1.852  0.039
H  1.674  -0.972  2.119
H  1.988  -1.145  -2.144
H  -1.989  -0.504  -1.929
H  -0.219  -1.852  1.784
H  0.671  -1.912  0.234
H  -1.040  1.151  -1.102
H  0.289  2.832  -0.025
H  2.363  0.890  -1.173
H  -2.232  -0.330  1.808
H  0.218  0.372  2.459

Computed properties:
- HOMO level (eV) = -8.870
- energy relative to the best compared isomer or geometry (same formula, charge and spin) (kcal per mole) = 170.3
- gap between HOMO and LUMO (eV) = 9.46
- net charge = 0


Record 2
Molecular formula: C53H51FN2O14
Method: DFT, the ωB97M-V functional and the def2-TZVPD basis

Atoms and positions in Å:
F  -6.890  -5.507  -1.048
O  -5.576  0.276  1.339
O  2.880  1.671  2.451
O  4.630  5.433  -0.155
O  -7.605  -0.557  1.183
O  -1.374  -0.458  2.497
O  -7.797  -11.692  -1.334
O  -0.013  3.856  -1.416
O  -2.991  2.743  6.401
O  9.640  6.078  1.448
O  -4.629  -8.017  -3.462
O  10.945  0.055  4.728
O  8.905  7.685  8.385
O  8.063  2.227  0.850
O  5.299  6.841  4.598
N  -5.667  0.048  -1.554
N  -6.305  -0.764  -0.736
C  8.159  5.074  -0.080
C  -3.328  -0.090  -4.125
C  -2.117  0.301  -3.158
C  -1.746  0.278  3.393
C  -5.355  -8.862  -2.974
C  7.368  6.599  1.776
C  -1.181  1.800  5.229
C  -0.855  -0.541  -3.693
C  10.668  1.848  3.230
C  -6.495  -0.325  0.696
C  7.778  8.524  6.499
C  7.334  6.214  7.436
C  0.020  -1.158  -2.538
C  -0.885  -3.615  -2.092
C  8.490  5.930  1.080
C  0.269  2.060  0.078
C  -3.592  1.289  4.650
C  -5.978  -8.663  -1.647
C  5.780  5.582  0.212
C  6.125  7.035  5.467
C  -7.072  -10.850  -1.821
C  -6.776  -9.585  -1.111
C  6.110  6.439  1.373
C  -0.775  0.997  4.248
C  6.870  8.312  5.548
C  8.079  7.491  7.518
C  6.427  6.003  6.484
C  -5.775  -2.006  -4.982
C  0.998  1.511  1.049
C  9.942  2.394  2.257
C  -0.755  -2.125  -1.560
C  -6.448  -11.049  -3.150
C  -5.977  -1.626  -3.493
C  -5.511  -0.381  -2.816
C  -5.650  -10.126  -3.685
C  6.901  4.913  -0.483
C  0.650  3.356  -0.528
C  -6.705  -2.528  -2.525
C  -3.185  0.486  3.668
C  8.723  1.729  1.740
C  10.286  0.553  3.839
C  -6.344  -5.032  -2.266
C  -6.767  -1.958  -1.175
C  2.218  2.173  1.563
C  -5.199  -4.124  -6.361
C  8.341  0.435  2.349
C  1.871  4.018  -0.013
C  -2.623  2.008  5.506
C  2.599  3.469  0.957
C  -4.687  0.620  -3.734
C  -4.724  -3.201  -5.171
C  9.067  -0.111  3.323
C  -7.274  -3.918  -2.943
H  -0.626  1.589  -0.309
H  11.562  2.319  3.619
H  7.447  -0.036  1.960
H  0.274  0.834  4.031
H  7.567  5.470  8.188
H  8.991  4.591  -0.576
H  -1.240  -1.352  -4.382
H  -1.751  -1.724  -1.210
H  -7.241  -9.454  -0.142
H  -2.365  0.073  -2.090
H  0.734  0.563  1.503
H  10.206  3.341  1.800
H  -1.639  -4.126  -1.414
H  -5.380  -4.509  -1.991
H  8.332  9.451  6.573
H  -5.185  -10.255  -4.654
H  -4.641  1.451  4.865
H  0.551  -0.381  -1.927
H  -6.057  -5.845  -2.984
H  -3.035  0.169  -5.180
H  -7.293  -4.072  -4.051
H  -7.267  -2.596  -0.393
H  -6.729  -2.303  -5.509
H  -5.750  -7.733  -1.142
H  8.803  -1.057  3.779
H  -0.486  2.334  5.865
H  6.637  9.056  4.796
H  5.872  5.076  6.410
H  -1.858  1.398  -3.254
H  0.072  -4.194  -1.949
H  6.641  4.290  -1.330
H  -5.379  -1.124  -5.563
H  2.135  4.964  -0.467
H  -0.231  0.174  -4.294
H  5.278  6.922  1.871
H  -6.676  -11.979  -3.655
H  -1.300  -3.690  -3.131
H  -0.127  -2.195  -0.619
H  -3.880  -0.048  3.030
H  0.827  -1.780  -3.036
H  -4.478  -4.956  -6.601
H  -8.328  -4.036  -2.554
H  -3.765  -2.709  -5.518
H  7.629  7.221  2.623
H  3.493  3.939  1.344
H  -4.451  1.571  -3.192
H  -4.490  -3.743  -4.218
H  -6.241  -4.485  -6.154
H  -5.325  0.778  -4.649
H  -3.385  -1.218  -4.066
H  -5.257  -3.458  -7.276

Computed properties:
- HOMO level (eV) = -8.651
- gap between HOMO and LUMO (eV) = 6.77
- net charge = 0


Record 3
Molecular formula: C23H20ClFeN7OS2Se
Method: DFT, the ωB97M-V functional and the def2-TZVPD basis

Atoms and positions in Å:
Se  -2.825  0.160  -1.619
Fe  -1.233  -0.825  1.034
Cl  -1.942  -3.393  2.223
S  -1.316  0.020  3.369
S  5.086  -4.514  -1.863
O  -0.653  1.199  0.763
N  1.114  -1.106  1.164
N  -2.158  2.931  -1.767
N  3.531  -4.632  -2.282
N  -0.415  -2.350  -0.604
N  4.967  -3.420  -0.680
N  -0.675  2.056  1.775
N  -0.459  1.671  -2.190
C  -0.723  3.974  3.743
C  -2.858  -2.120  1.260
C  3.119  -2.159  0.361
C  -3.485  3.339  -1.349
C  0.887  -2.655  -0.634
C  -1.095  3.765  -2.041
C  0.566  -4.225  -2.419
C  -0.775  -3.921  -2.366
C  -0.031  2.975  -2.303
C  -1.022  2.669  4.026
C  -0.362  3.340  1.483
C  2.859  -3.804  -1.499
C  -1.222  -2.974  -1.446
C  1.737  -1.949  0.330
C  1.429  -3.578  -1.533
C  1.847  -0.445  2.048
C  -0.374  4.323  2.431
C  -0.995  1.660  3.042
C  3.230  -0.583  2.142
C  0.376  0.493  -2.267
C  3.877  -1.452  1.293
C  3.686  -3.106  -0.577
C  -1.768  1.640  -1.857
H  -1.288  2.357  5.025
H  -3.701  2.908  -0.372
H  3.772  -0.017  2.886
H  -1.193  4.836  -2.040
H  -2.266  -2.699  -1.391
H  0.398  0.012  -1.290
H  -0.031  -0.207  -2.996
H  0.981  3.225  -2.564
H  -3.376  -2.680  0.481
H  0.965  -4.944  -3.121
H  1.301  0.202  2.721
H  4.948  -1.603  1.331
H  -0.117  5.334  2.152
H  -3.511  4.425  -1.296
H  1.379  0.798  -2.556
H  -4.228  2.980  -2.058
H  -0.108  3.492  0.445
H  -1.486  -4.396  -3.027
H  -3.612  -1.747  1.954
H  -0.751  4.722  4.524

Computed properties:
- 2S+1 = 5
- HOMO level (alpha / beta) (eV) = -6.466 / -7.284
- energy relative to the best compared isomer or geometry (same formula, charge and spin) (kcal per mole) = 10.3
- gap between HOMO and LUMO (alpha / beta) (eV) = 5.78 / 6.60
- net charge = 0


Record 4
Molecular formula: C46H57BaN7P2S2
Method: DFT, the ωB97M-V functional and the def2-TZVPD basis

Atoms and positions in Å:
Ba  0.261  1.193  0.976
S  2.793  2.919  0.687
S  -0.300  -0.906  2.967
P  -0.723  -2.631  -0.195
P  -1.195  -0.472  -2.055
N  -0.365  4.006  1.871
N  1.251  2.919  -2.084
N  -1.490  3.500  -0.891
N  -1.826  -1.845  -1.272
N  1.914  1.878  3.557
N  2.545  -0.544  1.593
N  -2.651  1.268  0.880
C  3.141  -2.884  2.011
C  0.939  1.899  4.657
C  2.997  3.790  4.667
C  -2.509  0.707  -4.229
C  -1.116  3.585  -2.308
C  -0.412  -5.867  -2.745
C  -2.657  0.023  -3.022
C  -0.946  -4.902  -1.909
C  1.657  -4.425  3.067
C  -1.930  -3.501  0.858
C  1.156  -0.451  -3.500
C  -0.067  -1.096  -3.345
C  0.330  3.956  -2.564
C  3.072  3.672  2.252
C  0.726  -3.412  3.199
C  3.472  0.169  2.498
C  -0.210  4.930  0.737
C  3.675  4.997  4.669
C  4.047  5.561  3.457
C  -3.118  -2.881  1.235
C  2.090  -0.931  -4.413
C  2.668  3.119  3.486
C  -0.112  -4.028  -1.210
C  1.808  -2.060  -5.164
C  -3.616  1.233  -4.879
C  -4.004  -3.512  2.095
C  -3.330  2.518  0.520
C  -0.344  -2.230  -4.108
C  -5.046  0.384  -3.147
C  2.884  -4.164  2.470
C  -3.938  -0.138  -2.492
C  -2.519  -5.391  2.242
C  0.968  -5.982  -2.881
C  2.200  -1.859  2.117
C  -3.707  -4.769  2.599
C  0.961  -2.105  2.737
C  3.105  -0.620  0.238
C  3.750  4.900  2.280
C  -4.886  1.077  -4.338
C  1.267  -4.166  -1.339
C  -1.375  4.808  -0.224
C  -2.877  3.019  -0.836
C  0.588  -2.714  -5.009
C  1.808  -5.141  -2.171
C  -1.636  -4.762  1.377
C  2.789  0.695  3.743
H  2.712  3.356  5.616
H  -3.348  -1.893  0.855
H  -1.288  2.603  -2.749
H  -6.033  0.244  -2.724
H  0.472  4.055  2.452
H  -3.486  1.762  -5.815
H  0.557  4.937  -2.129
H  3.905  5.487  5.607
H  -0.229  -3.607  3.670
H  0.277  1.044  4.545
H  0.440  4.081  -3.643
H  -4.925  -3.017  2.378
H  -1.304  5.608  -0.972
H  -4.071  -0.679  -1.561
H  -3.103  3.252  1.295
H  3.631  -4.942  2.365
H  -2.023  -4.832  -1.789
H  3.926  0.985  1.938
H  4.275  -0.512  2.815
H  -4.399  -5.264  3.269
H  -1.067  -6.538  -3.289
H  0.372  -3.604  -5.587
H  -3.571  3.810  -1.168
H  -2.897  0.530  0.224
H  0.732  4.679  0.246
H  2.883  -5.239  -2.259
H  1.404  1.836  5.650
H  2.539  -2.439  -5.867
H  -2.465  -2.437  -1.792
H  -2.968  0.940  1.789
H  4.093  -1.097  0.192
H  0.359  2.823  4.617
H  -1.525  0.824  -4.668
H  2.426  -1.191  -0.398
H  -1.285  -2.755  -3.983
H  3.216  0.391  -0.158
H  -0.137  5.974  1.062
H  4.048  5.326  1.329
H  -4.421  2.411  0.494
H  4.101  -2.673  1.555
H  -2.277  -6.370  2.638
H  2.169  -0.097  4.167
H  1.370  0.429  -2.902
H  3.562  0.933  4.488
H  2.047  2.855  -2.708
H  1.426  -5.417  3.437
H  1.650  3.202  -1.189
H  -2.301  5.014  0.324
H  1.385  -6.738  -3.536
H  4.573  6.508  3.427
H  -1.134  4.314  2.456
H  -5.748  1.487  -4.849
H  -2.985  2.207  -1.557
H  3.043  -0.428  -4.524
H  -0.709  -5.254  1.107
H  1.919  -3.517  -0.770
H  -1.775  4.301  -2.833

Computed properties:
- HOMO level (eV) = -6.621
- energy relative to the best compared isomer or geometry (same formula, charge and spin) (kcal per mole) = 0.0
- gap between HOMO and LUMO (eV) = 6.81
- net charge = 0


Record 5
Molecular formula: C2BrI3
Method: DFT, the ωB97M-V functional and the def2-TZVPD basis

Atoms and positions in Å:
I  -2.531  0.099  -0.041
I  2.533  -0.167  -0.040
I  -0.174  -2.584  0.002
Br  0.185  2.262  -0.004
C  0.541  0.430  0.010
C  -0.554  -0.540  0.012

Computed properties:
- HOMO level (eV) = -8.689
- energy relative to the best compared isomer or geometry (same formula, charge and spin) (kcal per mole) = 7.5
- gap between HOMO and LUMO (eV) = 8.47
- net charge = 0


Record 6
Molecular formula: C13H17N
Method: DFT, the ωB97M-V functional and the def2-TZVPD basis

Atoms and positions in Å:
N  -0.634  1.404  -0.610
C  0.240  1.564  0.539
C  1.892  -1.761  -1.918
C  0.864  -0.807  -1.903
C  -0.120  -0.973  -0.979
C  -0.642  1.698  1.836
C  -1.218  0.140  -0.883
C  -0.056  -2.122  -0.240
C  0.848  -3.108  -0.329
C  -1.114  -0.479  3.188
C  -0.866  0.592  2.533
C  1.942  -2.900  -1.141
C  -1.668  2.458  -0.635
C  1.050  2.838  0.408
H  2.741  -3.659  -1.134
H  -1.269  3.402  -0.369
H  -0.873  -0.627  4.256
H  -0.916  -2.383  0.397
H  -1.964  -0.087  -0.164
H  0.527  3.802  0.010
H  0.633  -3.960  0.220
H  0.748  0.600  0.757
H  -1.630  0.137  -1.936
H  -1.854  -1.166  2.811
H  2.753  -1.547  -2.491
H  1.424  3.058  1.468
H  -2.404  2.185  0.260
H  1.961  2.443  -0.320
H  0.883  -0.015  -2.681
H  -2.120  2.539  -1.654
H  -1.122  2.623  1.979

Computed properties:
- HOMO level (eV) = -8.267
- energy relative to the best compared isomer or geometry (same formula, charge and spin) (kcal per mole) = 98.9
- gap between HOMO and LUMO (eV) = 9.22
- net charge = 0